[1]
{"formula": "C9H12O4S2", "method": "ωB97M-V with the def2-TZVPD basis set", "lumo_energy_ev": -1.888, "homo_ha": -0.3176, "de_lowest_kj_mol": 944.63, "spin_multiplicity": 1, "e_tot_ev": -39375.6782, "elements": ["C", "C", "C", "C", "C", "C", "C", "C", "C", "O", "O", "O", "O", "S", "S", "H", "H", "H", "H", "H", "H", "H", "H", "H", "H", "H", "H"], "positions_angstrom": [[-3.86915, 2.85850, 0.29157], [-2.80580, 2.24095, 0.86118], [-4.84181, 3.69521, 0.23983], [-1.78604, 1.14617, -0.47884], [2.41476, -0.72031, -0.07955], [-0.79147, -0.72955, 1.00158], [1.23708, -0.82898, -1.07777], [0.26199, 0.33110, -1.17282], [-0.60090, 0.45186, 0.11556], [-3.16904, -3.08984, 0.82484], [-3.89590, -0.59837, 0.89118], [-4.34140, 0.73472, -1.17996], [-3.06664, -1.37733, -1.06022], [-4.00889, -2.11289, 0.21198], [-3.20496, 0.19304, -0.50164], [-5.61984, 4.24474, -0.06385], [3.14256, -1.60578, -0.16788], [2.97140, 0.18115, -0.30092], [2.21081, -0.66902, 1.06589], [-1.25618, -1.72061, 0.47975], [-1.39980, -0.38954, 1.77092], [0.17816, -0.92184, 1.47554], [1.53761, -1.06203, -2.02344], [0.73475, -1.76431, -0.81787], [-0.30235, 0.17040, -2.14841], [0.70090, 1.25606, -1.34809], [-0.02137, 1.29833, 0.74816]]}

---

[2]
{"formula": "C33H28BrGeN2O2ReS4Sb", "method": "ωB97M-V with the def2-TZVPD basis set", "lumo_energy_ev": -10.478, "homo_ha": -0.5784, "total_charge": 3, "spin_multiplicity": 1, "e_tot_ev": -220293.5179, "elements": ["Re", "Br", "C", "C", "C", "C", "C", "C", "N", "C", "C", "C", "C", "C", "C", "N", "H", "H", "H", "H", "H", "H", "H", "H", "H", "S", "Sb", "S", "S", "S", "O", "C", "O", "C", "C", "Ge", "C", "C", "C", "C", "C", "C", "C", "C", "C", "C", "C", "C", "C", "C", "C", "C", "C", "C", "H", "H", "H", "H", "H", "H", "H", "H", "H", "H", "H", "H", "H", "H", "H", "H", "H", "H", "H"], "positions_angstrom": [[1.65622, 2.52363, 2.34744], [-5.62217, 3.95079, 1.63863], [-3.94691, 3.34488, 2.20633], [-3.80970, 2.73373, 3.44730], [-2.57024, 2.28675, 3.86019], [-1.45435, 2.44043, 3.03895], [-1.60160, 3.06615, 1.80639], [-2.84040, 3.51634, 1.38897], [-0.14874, 2.00954, 3.43270], [0.06286, 1.26605, 4.45292], [1.43334, 0.90801, 4.79352], [1.76760, 0.15269, 5.89225], [3.11085, -0.14760, 6.11905], [4.06607, 0.32053, 5.23299], [3.66418, 1.08740, 4.15241], [2.37482, 1.37353, 3.93645], [-4.66943, 2.61603, 4.09209], [-2.49299, 1.83208, 4.83903], [-0.73992, 3.20095, 1.16355], [-2.94928, 4.02038, 0.43848], [-0.74506, 0.87395, 5.06152], [0.99214, -0.18481, 6.56722], [3.40120, -0.73751, 6.97848], [5.11578, 0.10308, 5.37108], [4.37810, 1.49025, 3.44681], [4.83517, 5.69064, 1.03123], [2.74239, 5.39004, 0.45293], [2.44640, 2.79814, 0.30165], [1.70736, 4.51948, 3.01752], [0.89150, 6.11283, -0.48882], [-0.14729, -0.50796, 0.01459], [0.99238, -0.22937, 0.53531], [1.10066, 0.53244, 1.51077], [2.18961, -0.92689, -0.05497], [1.93550, -1.28829, -1.51639], [-0.00508, -1.53999, -1.59218], [-0.90930, -3.18291, -1.29180], [-0.20526, -4.31091, -1.71424], [-0.72898, -5.56026, -1.41168], [-1.93609, -5.66126, -0.73073], [-2.62675, -4.52235, -0.33024], [-2.12122, -3.26209, -0.61172], [-0.01545, -0.94274, -4.17652], [1.05621, -0.39204, -4.88438], [1.70550, -1.13361, -5.85578], [1.30942, -2.43935, -6.12673], [0.27113, -3.00858, -5.40721], [-0.38902, -2.26747, -4.43552], [-0.79451, -0.10201, -3.19050], [-2.19924, -0.28684, -3.04953], [-2.97031, 0.64242, -2.38440], [-2.37646, 1.77191, -1.82819], [-1.00070, 1.96004, -1.91243], [-0.21640, 1.04174, -2.57940], [2.33654, -1.82942, 0.54639], [3.06989, -0.29809, 0.07118], [2.44151, -2.19920, -1.82894], [2.22585, -0.49029, -2.19535], [0.72218, -4.23144, -2.26958], [-0.19710, -6.45053, -1.71976], [-2.35058, -6.63792, -0.51970], [-3.56913, -4.61331, 0.19319], [-2.65655, -2.37252, -0.30547], [1.35763, 0.63402, -4.71539], [2.51604, -0.68715, -6.41600], [1.80244, -3.00360, -6.90688], [-0.03761, -4.02617, -5.60670], [-1.21879, -2.71849, -3.90566], [-2.67402, -1.11421, -3.56131], [-4.04314, 0.51242, -2.33579], [-2.99880, 2.51441, -1.34837], [-0.54445, 2.84246, -1.48025], [0.84455, 1.22701, -2.69102]]}

---

[3]
{"formula": "C22H36F2NO8", "method": "ωB97M-V with the def2-TZVPD basis set", "lumo_energy_ev": -3.451, "homo_ha": -0.4481, "total_charge": 1, "de_lowest_kj_mol": 65.11, "spin_multiplicity": 1, "e_tot_ev": -46695.3760, "elements": ["C", "O", "C", "C", "C", "C", "C", "C", "C", "C", "C", "C", "C", "C", "C", "C", "C", "O", "N", "H", "H", "H", "H", "H", "H", "H", "H", "H", "H", "H", "H", "H", "H", "H", "H", "H", "H", "H", "H", "H", "H", "H", "H", "H", "H", "H", "H", "H", "H", "C", "C", "O", "C", "O", "O", "F", "H", "H", "H", "C", "C", "O", "C", "O", "O", "F", "H", "H", "H"], "positions_angstrom": [[-2.54795, 0.99862, 0.70362], [-2.99757, -0.30073, 0.40713], [-2.59985, -0.75983, -0.87880], [-1.97634, -2.14078, -0.80925], [-0.80793, -2.24886, 0.18489], [0.56788, -2.49974, -0.45108], [1.75518, -2.00265, 0.40012], [2.58106, -0.83299, -0.15570], [2.08250, 0.57552, 0.20873], [1.04479, 1.25884, -0.70574], [1.07533, 0.85997, -2.16448], [-0.01289, 1.44420, -3.09369], [0.74675, 2.13107, -4.24533], [2.18535, 1.85219, -3.97376], [3.32106, 2.20807, -4.87382], [3.94589, 0.89416, -5.37899], [3.76640, 0.49611, -6.77004], [3.03727, -0.13424, -5.60446], [2.32492, 1.25878, -2.84677], [-3.17515, 1.41585, 1.49021], [-2.63112, 1.66192, -0.16363], [-1.51108, 1.00340, 1.06049], [-3.48144, -0.77646, -1.52621], [-1.88332, -0.05345, -1.31654], [-1.62970, -2.37800, -1.81984], [-2.75735, -2.86306, -0.57155], [-0.78121, -1.35861, 0.82047], [-1.02281, -3.08807, 0.84657], [0.68149, -3.57906, -0.55758], [0.59965, -2.10677, -1.47288], [1.39051, -1.72723, 1.39270], [2.44475, -2.83382, 0.54238], [3.58481, -0.92235, 0.26200], [2.70595, -0.97267, -1.23625], [2.93780, 1.24605, 0.31600], [1.64020, 0.51947, 1.20401], [1.20579, 2.33985, -0.64733], [0.02640, 1.10019, -0.35524], [1.04273, -0.22636, -2.24285], [-0.59649, 0.61484, -3.48339], [-0.67337, 2.13227, -2.57314], [0.66375, 3.22165, -4.20285], [0.47265, 1.77844, -5.23782], [2.94369, 2.78816, -5.71203], [4.05810, 2.79557, -4.32445], [4.90268, 0.62858, -4.90970], [4.34830, -0.29887, -7.21331], [3.00503, 0.95202, -7.38833], [3.23098, 1.03834, -2.44693], [-2.57395, 2.60616, 4.81851], [-1.48462, 2.04961, 5.71630], [-0.47989, 1.69242, 4.77661], [-0.62855, 2.47541, 3.67701], [0.17064, 2.58259, 2.80531], [-1.81978, 3.10831, 3.71135], [-1.89068, 0.94657, 6.37902], [-3.22581, 1.79738, 4.48260], [-3.16183, 3.40323, 5.26160], [-1.06471, 2.75760, 6.43174], [-2.85676, -2.64962, 3.54045], [-2.45497, -2.07501, 4.88619], [-1.88803, -3.19137, 5.53618], [-1.41591, -4.04769, 4.58791], [-0.68574, -4.95335, 4.79092], [-1.89574, -3.69192, 3.36840], [-3.51645, -1.62500, 5.59601], [-3.85920, -3.07782, 3.59081], [-2.79265, -1.93923, 2.71870], [-1.70946, -1.27781, 4.83878]]}

---

[4]
{"formula": "C23H28N6O2", "method": "ωB97M-V with the def2-TZVPD basis set", "lumo_energy_ev": 0.492, "smiles": "COCCc1ncc(CN2CCC(C(=O)Nc3ccc(-n4cccn4)cc3)CC2)cn1", "homo_ha": -0.2993, "de_lowest_kj_mol": 195.28, "spin_multiplicity": 1, "e_tot_ev": -37340.9446, "elements": ["C", "O", "C", "C", "C", "N", "C", "C", "C", "N", "C", "C", "C", "C", "O", "N", "C", "C", "C", "C", "N", "C", "C", "C", "N", "C", "C", "C", "C", "C", "N", "H", "H", "H", "H", "H", "H", "H", "H", "H", "H", "H", "H", "H", "H", "H", "H", "H", "H", "H", "H", "H", "H", "H", "H", "H", "H", "H", "H"], "positions_angstrom": [[4.43708, 2.19506, 5.00131], [5.73887, 2.17195, 5.52724], [6.67210, 1.45743, 4.75631], [6.46681, -0.06754, 4.77469], [5.38575, -0.51975, 3.84446], [5.40325, -0.05075, 2.60234], [4.44676, -0.45257, 1.78471], [3.45165, -1.34127, 2.17354], [2.36367, -1.80861, 1.25258], [1.08404, -1.79241, 1.93990], [0.60027, -0.45690, 2.24018], [0.03944, 0.28811, 1.02402], [-1.05789, -0.53767, 0.35150], [-1.49741, 0.11777, -0.95446], [-0.76755, 0.82668, -1.60973], [-2.76898, -0.22476, -1.31048], [-3.48900, 0.12688, -2.45612], [-4.77424, -0.39456, -2.60551], [-5.53435, -0.08357, -3.71081], [-5.02582, 0.75967, -4.69726], [-5.82530, 1.05253, -5.80423], [-5.57306, 1.89872, -6.83447], [-6.65777, 1.84739, -7.67208], [-7.53033, 0.93125, -7.06199], [-7.01825, 0.46582, -5.94521], [-3.74330, 1.27885, -4.55139], [-2.98153, 0.96745, -3.44214], [-0.51817, -1.93892, 0.03007], [0.04976, -2.57914, 1.30386], [3.53400, -1.77584, 3.49475], [4.48233, -1.37237, 4.31821], [3.87532, 2.90819, 5.60262], [3.95431, 1.21348, 5.06544], [4.43884, 2.51975, 3.95330], [6.65680, 1.80202, 3.71253], [7.63939, 1.69734, 5.20388], [7.40214, -0.53323, 4.45785], [6.22874, -0.40312, 5.78411], [4.48385, -0.04621, 0.78019], [2.38263, -1.19949, 0.33447], [2.57177, -2.84602, 0.96775], [-0.18731, -0.56237, 2.99407], [1.41667, 0.11581, 2.68578], [-0.36113, 1.25252, 1.33965], [0.82746, 0.48309, 0.29536], [-1.91238, -0.62927, 1.03231], [-3.27166, -0.83280, -0.67819], [-5.17889, -1.04924, -1.84623], [-6.52771, -0.48235, -3.83612], [-4.67265, 2.47217, -6.90624], [-6.80616, 2.38531, -8.58554], [-8.49518, 0.60267, -7.39356], [-3.32195, 1.92876, -5.30116], [-1.98981, 1.37281, -3.33599], [0.26734, -1.85471, -0.72356], [-1.30880, -2.57225, -0.37807], [-0.75768, -2.69964, 2.03450], [0.45142, -3.56985, 1.07796], [2.80180, -2.46230, 3.89909]]}

---

Values for frontier orbital gap, hartree, ordered as above
0.248 0.193 0.321 0.317